Record 1
Density functional theory data (wB97M-V/def2-TZVPD) for a molecular structure, C4H4NO3P in a non-equilibrium geometry.

Structure (ORCA input):
```
! RIJCOSX wB97M-V def2-TZVPD def2/J DEFGRID3
* xyz -2 1
C 1.494 1.510 -0.075
C -1.003 0.828 0.731
C 0.773 0.346 -0.001
C -1.980 -0.104 -0.004
N 2.065 2.533 0.004
O 0.866 -0.558 -1.224
O 3.170 -1.309 -0.015
O 1.013 -2.485 0.591
P 1.630 -1.212 0.137
H -1.079 1.735 0.208
H -2.549 0.181 -0.840
H -1.644 -1.228 -0.232
H -2.756 -0.238 0.720
*
```

The molecular weight is 145.1 g mol⁻¹. Its energy above the lowest of the compared OMol25 structures with the same formula, charge and spin is 3.750 eV. The value obtained for the HOMO-LUMO gap is 6.25 eV. The LUMO energy comes out at 0.257 Eh.

***

Record 2
Density functional theory data (wB97M-V/def2-TZVPD) for a molecular structure, C13H10MoN4OSe in a non-equilibrium geometry.

Structure (ORCA input):
```
! RIJCOSX wB97M-V def2-TZVPD def2/J DEFGRID3
* xyz 2 3
Mo -0.151 0.610 0.834
O 0.610 -2.708 -1.388
C 0.582 -1.922 -0.500
N 0.071 -0.571 -0.686
C -0.470 -0.274 -2.011
C -0.778 1.187 -2.032
C -1.191 1.864 -3.161
C -1.428 3.225 -3.080
C -1.238 3.890 -1.873
C -0.827 3.170 -0.780
N -0.612 1.832 -0.855
C 1.115 -2.108 0.878
C 1.696 -3.271 1.309
C 2.212 -3.300 2.604
C 2.131 -2.169 3.399
C 1.519 -1.031 2.902
N 1.014 -1.012 1.657
H -1.357 -0.884 -2.202
H 0.278 -0.544 -2.760
H -1.312 1.327 -4.093
H -1.749 3.769 -3.959
H -1.405 4.953 -1.774
H -0.662 3.637 0.180
H 1.746 -4.120 0.640
H 2.681 -4.199 2.982
H 2.531 -2.149 4.402
H 1.414 -0.130 3.489
Se -1.428 1.592 2.653
C -2.229 0.125 1.850
N -2.764 -0.790 1.375
*
```

The molecular weight is 413.1 g mol⁻¹. Its energy above the lowest of the compared OMol25 structures with the same formula, charge and spin is 1.204 eV. The value obtained for the HOMO-LUMO gap (alpha / beta) is 6.77 / 7.99 eV. The LUMO energy (alpha / beta) comes out at -0.362 / -0.330 Eh.

***

Record 3
Density functional theory data (wB97M-V/def2-TZVPD) for a molecular structure, C4H11CsNO.

Structure (ORCA input):
```
! RIJCOSX wB97M-V def2-TZVPD def2/J DEFGRID3
* xyz 1 1
Cs -19.644 -5.878 -14.741
C -22.068 -4.137 -17.151
C -23.404 -4.753 -17.550
C -24.185 -3.772 -18.391
O -23.390 -3.012 -19.271
C -23.037 -3.621 -20.489
N -23.249 -6.069 -18.208
H -22.159 -3.146 -16.708
H -21.437 -4.029 -18.038
H -21.533 -4.843 -16.502
H -23.991 -4.963 -16.652
H -24.641 -3.039 -17.721
H -25.010 -4.256 -18.926
H -22.257 -3.018 -20.950
H -23.891 -3.657 -21.175
H -22.642 -4.635 -20.376
H -23.181 -5.979 -19.213
H -22.403 -6.537 -17.903
*
```

The molecular weight is 222.0 g mol⁻¹. Its energy above the lowest of the compared OMol25 structures with the same formula, charge and spin is 1.152 eV. The value obtained for the HOMO-LUMO gap is 8.04 eV. The LUMO energy comes out at -0.147 Eh.

***

Record 4
Density functional theory data (wB97M-V/def2-TZVPD) for C2H6N4O in the gas phase in a non-equilibrium geometry.

Structure (ORCA input):
```
! RIJCOSX wB97M-V def2-TZVPD def2/J DEFGRID3
* xyz 0 1
C -0.748 -0.105 0.002
C -1.422 1.141 0.080
N 0.648 -0.101 -0.014
N 1.490 0.882 0.079
N -1.314 -1.337 -0.135
N 2.824 0.686 -0.082
O -2.750 0.793 0.121
H 1.116 -0.987 -0.127
H -2.145 -1.345 -0.613
H -0.848 -2.090 0.285
H 3.109 -0.302 -0.177
H 3.387 1.270 0.559
H -3.347 1.495 0.023
*
```

The molecular weight is 102.1 g mol⁻¹. Its energy above the lowest of the compared OMol25 structures with the same formula, charge and spin is 6.680 eV. The value obtained for the HOMO-LUMO gap (alpha / beta) is 7.66 / 7.11 eV. The LUMO energy (alpha / beta) comes out at 0.024 / 0.008 Eh.

***

Record 5
Density functional theory data (wB97M-V/def2-TZVPD) for C23H21N3O4S in the gas phase in a non-equilibrium geometry.

Structure (ORCA input):
```
! RIJCOSX wB97M-V def2-TZVPD def2/J DEFGRID3
* xyz 0 1
C 1.495 -2.868 5.331
H 0.470 -2.841 5.715
O 1.869 -1.636 4.766
C 1.180 -1.181 3.684
C 0.109 -1.838 3.086
C -0.502 -1.291 1.976
C -0.056 -0.090 1.429
C 0.996 0.585 2.053
C 1.603 0.043 3.162
H 2.418 0.553 3.652
H 1.325 1.543 1.677
N -0.720 0.348 0.305
C -0.308 1.100 -0.605
N -1.094 1.413 -1.687
C -0.504 1.973 -2.781
O -1.080 2.304 -3.785
C 1.003 2.070 -2.590
H 1.379 3.031 -2.943
C 1.670 0.914 -3.355
H 2.756 1.007 -3.298
H 1.352 0.969 -4.398
C 1.188 -0.414 -2.768
O 0.173 -0.951 -3.152
N 1.980 -0.865 -1.761
C 1.759 -1.929 -0.877
C 2.618 -2.045 0.213
C 2.462 -3.077 1.116
C 1.447 -4.003 0.943
C 0.587 -3.882 -0.134
C 0.735 -2.853 -1.046
H 0.065 -2.762 -1.884
H -0.209 -4.599 -0.271
H 1.328 -4.816 1.644
H 3.137 -3.156 1.955
H 3.406 -1.318 0.353
H 2.769 -0.284 -1.504
S 1.285 1.927 -0.803
C -2.501 1.037 -1.696
C -3.255 1.764 -0.637
C -3.657 1.384 0.610
C -4.296 2.511 1.179
C -4.228 3.492 0.239
O -3.600 3.052 -0.861
H -4.578 4.505 0.232
H -4.740 2.578 2.151
H -3.508 0.426 1.061
H -2.570 -0.040 -1.530
H -2.872 1.301 -2.691
H -1.321 -1.804 1.498
H -0.255 -2.777 3.472
H 2.184 -3.035 6.157
H 1.590 -3.686 4.609
*
```

The molecular weight is 435.5 g mol⁻¹. Its energy above the lowest of the compared OMol25 structures with the same formula, charge and spin is 0.764 eV. The value obtained for the HOMO-LUMO gap is 8.17 eV. The SMILES is COc1ccc(/N=C2\S[C@@H](CC(=O)Nc3ccccc3)C(=O)N2Cc2ccco2)cc1. The LUMO energy comes out at 0.011 Eh.

***

Record 6
Density functional theory data (wB97M-V/def2-TZVPD) for C4H8N2 in the gas phase.

Structure (ORCA input):
```
! RIJCOSX wB97M-V def2-TZVPD def2/J DEFGRID3
* xyz 0 1
C -0.667 -0.856 0.932
N 0.302 -0.138 0.108
C 1.616 0.110 0.690
C -0.043 0.378 -1.043
C -1.417 0.653 -1.536
N -2.449 0.533 -0.826
H -0.304 -0.893 1.962
H -0.798 -1.872 0.549
H -1.632 -0.332 0.807
H 1.514 0.832 1.508
H 2.286 0.522 -0.066
H 2.037 -0.818 1.084
H 0.777 0.863 -1.579
H -1.354 1.145 -2.534
*
```

The molecular weight is 84.1 g mol⁻¹. Its energy above the lowest of the compared OMol25 structures with the same formula, charge and spin is 3.468 eV. The value obtained for the HOMO-LUMO gap (alpha / beta) is 7.90 / 6.57 eV. The LUMO energy (alpha / beta) comes out at 0.009 / 0.003 Eh.

***

Record 7
Density functional theory data (wB97M-V/def2-TZVPD) for 6 unconnected molecules or ions with the total composition H12O6 in a non-equilibrium geometry.

Structure (ORCA input):
```
! RIJCOSX wB97M-V def2-TZVPD def2/J DEFGRID3
* xyz 0 1
H -1.227 0.003 1.347
H -0.195 0.944 1.549
H -0.697 1.753 -0.698
H 0.732 1.547 -0.541
H -3.263 0.280 -0.467
H -2.163 -0.794 -0.486
H -0.723 -0.379 -1.475
H 0.125 -1.795 -1.137
H 0.676 -1.045 1.159
H 1.960 -1.575 1.658
H 2.832 1.038 -0.271
H 1.761 -0.029 -0.685
O -0.536 0.087 2.014
O 0.002 1.889 -0.045
O -2.277 0.169 -0.250
O -0.661 -1.381 -1.524
O 1.441 -1.472 0.812
O 2.212 0.760 -0.961
*
```

The molecular weight is 108.1 g mol⁻¹. Its energy above the lowest of the compared OMol25 structures with the same formula, charge and spin is 1.228 eV. The value obtained for the HOMO-LUMO gap is 11.41 eV. The SMILES is O.O.O.O.O.O. The LUMO energy comes out at 0.012 Eh.

***

Which of these has the highest molecular weight? C23H21N3O4S

***

What is the formula in the third record? C4H11CsNO

***

Among the records above, which one has the lowest molecular weight? C4H8N2

***

Which formula does entry 4 have? C2H6N4O